# C56H131N9O9

A 9-piece molecular cluster, C56H131N9O9 overall (ωB97M-V with the def2-TZVPD basis set, the Open Molecules 2025 dataset).

Atoms and positions in Å:
C  21.4085  17.1415  15.1710
C  22.1736  15.8183  15.4712
C  21.0305  14.7481  15.5689
C  23.1689  15.4516  14.3371
C  24.1449  14.3154  14.7370
C  24.8128  14.7262  16.0411
C  23.9107  15.0611  17.2020
C  23.2109  13.8637  17.8886
C  24.6795  15.7651  18.3573
N  23.0691  16.1111  16.6331
O  22.1133  16.6002  17.6180
H  20.9818  17.1775  14.1970
H  20.5706  17.1877  15.8925
H  22.1125  17.9846  15.2664
H  20.4625  14.8560  14.6522
H  21.5326  13.7816  15.4675
H  20.5175  14.8331  16.5409
H  22.6633  15.1848  13.3800
H  23.7236  16.3869  14.1527
H  23.5990  13.3513  14.8111
H  24.9129  14.1197  13.9800
H  25.4586  15.5645  15.8022
H  25.5200  13.9593  16.3940
H  22.3853  14.1509  18.5276
H  23.9367  13.3186  18.5063
H  22.8189  13.1388  17.1338
H  25.4772  15.1805  18.7588
H  23.9894  15.8323  19.2199
H  25.1306  16.7108  17.9952
H  22.5447  17.2797  18.1383
C  14.4186  17.2486  22.5452
C  15.7992  16.5715  22.6562
C  16.6517  17.2796  21.6222
C  16.4387  16.6927  24.0814
C  15.6514  15.7855  25.0590
C  15.6187  14.2818  24.6088
C  15.0721  14.1201  23.1853
C  15.3845  12.7078  22.6286
C  13.5431  14.2709  23.0781
N  15.8751  15.1171  22.3990
O  15.3898  14.9646  21.0625
H  13.9603  16.9492  21.6086
H  13.6788  17.2325  23.3589
H  14.6840  18.3130  22.4874
H  16.9388  18.2237  22.0608
H  17.5110  16.7092  21.2234
H  15.9914  17.5468  20.7981
H  17.5000  16.4075  24.0592
H  16.3696  17.7021  24.4843
H  16.0862  15.7720  26.0821
H  14.6375  16.1603  25.1456
H  15.1212  13.6109  25.3335
H  16.6398  13.9119  24.6929
H  14.8376  12.4706  21.7341
H  15.1337  11.9330  23.3660
H  16.4696  12.6461  22.4030
H  13.1174  14.9899  23.8048
H  13.2485  13.2728  23.3937
H  13.1362  14.4804  22.0910
H  15.9788  14.3339  20.6228
C  12.3570  10.1724  20.2940
C  11.8635  11.2801  19.3649
C  10.4287  11.5673  19.8634
C  12.6428  12.5769  19.3535
C  14.0238  12.4001  18.5851
C  13.7633  11.8890  17.1390
C  12.9462  10.5797  17.2149
C  12.6198  10.2337  15.7657
C  13.7731  9.3838  17.6964
N  11.6839  10.9393  17.9569
O  10.8328  9.8377  17.8276
H  13.4317  10.0251  20.1779
H  12.1839  10.5085  21.3289
H  11.8774  9.2131  20.1342
H  9.8049  12.0749  19.1048
H  9.9774  10.6200  20.1826
H  10.4418  12.1754  20.7787
H  12.0630  13.3928  18.8820
H  12.8585  12.8167  20.3886
H  14.6010  13.3389  18.5989
H  14.6312  11.6702  19.1380
H  14.7100  11.6281  16.6408
H  13.2484  12.6707  16.5323
H  12.1165  11.0448  15.2208
H  11.9803  9.3693  15.8477
H  13.5496  10.0528  15.1858
H  13.1337  8.5456  17.9544
H  14.4243  9.5995  18.5293
H  14.4571  9.0791  16.9099
H  9.9658  10.2522  17.7117
C  23.7299  9.3106  16.3222
C  24.4664  8.1210  16.9259
C  23.4376  7.3107  17.7208
C  25.0731  7.1987  15.8732
C  26.3301  7.7741  15.2087
C  27.3712  8.2486  16.2248
C  26.7685  9.1177  17.3592
C  27.7123  9.0752  18.5534
C  26.6191  10.5975  17.0236
N  25.5518  8.4034  17.8413
O  24.9500  9.3297  18.7741
H  22.8255  8.8758  15.8815
H  23.3436  10.0145  17.0743
H  24.2615  9.8321  15.5112
H  22.8436  7.9368  18.3812
H  22.8314  6.7059  17.0512
H  23.8640  6.5359  18.3408
H  25.3503  6.2907  16.4246
H  24.3289  6.8982  15.1108
H  26.8194  7.0089  14.5972
H  26.0715  8.5781  14.4979
H  28.2200  8.7860  15.7524
H  27.7769  7.3596  16.7512
H  27.4059  9.7947  19.2881
H  28.7140  9.3792  18.2108
H  27.8211  8.0596  18.9407
H  25.9846  11.1549  17.7063
H  26.1839  10.7915  16.0348
H  27.6238  10.9384  16.8882
H  25.0571  8.9796  19.6425
C  15.7887  16.1229  17.1489
O  14.8430  17.1434  17.5788
C  13.7962  16.6928  18.3589
C  12.7487  17.7444  18.5030
C  11.4756  17.1779  19.2517
N  12.4653  18.2684  17.1566
H  16.2003  15.6507  18.0455
H  16.5131  16.5293  16.4539
H  15.2378  15.3823  16.5589
H  13.2840  15.7921  18.0255
H  14.1603  16.4306  19.3607
H  13.1592  18.5933  19.0637
H  10.7397  17.8067  19.7288
H  11.8079  16.6757  20.1642
H  11.0251  16.4394  18.6081
H  11.8875  17.6881  16.5518
H  13.3516  18.4536  16.6928
C  15.2475  9.5071  12.2402
O  16.2754  10.4480  12.6527
C  17.4717  9.7428  13.0044
C  17.4024  8.9395  14.3549
C  17.2000  9.9174  15.4963
N  18.7216  8.2313  14.4406
H  14.4579  10.0322  11.6729
H  14.7826  9.0311  13.1075
H  15.6958  8.7385  11.5872
H  17.8581  9.1160  12.1972
H  18.2341  10.5150  13.0451
H  16.5482  8.2208  14.2328
H  16.2874  10.5213  15.3072
H  17.9994  10.6791  15.6119
H  17.0743  9.3205  16.3723
H  18.6912  7.2615  14.1290
H  19.0214  8.1294  15.4129
C  21.8399  9.2177  9.8903
O  21.2752  10.3379  10.5058
C  21.5335  10.3646  11.9171
C  20.8386  11.5840  12.3934
C  21.5502  12.8366  11.9404
N  20.9436  11.6031  13.7841
H  22.9196  9.2367  10.0435
H  21.4922  9.2401  8.8547
H  21.4327  8.2704  10.2642
H  21.2373  9.4721  12.4388
H  22.5956  10.4079  12.1206
H  19.8797  11.5405  11.8996
H  21.6968  12.8131  10.8609
H  22.5442  12.9461  12.3844
H  21.0414  13.7595  12.1309
H  20.3022  10.9018  14.2175
H  20.5949  12.4756  14.1190
C  20.9455  8.5483  21.3758
O  19.8441  9.2397  20.7810
C  18.5117  8.7810  21.1399
C  17.3696  9.5011  20.4485
C  16.0517  8.9089  20.9670
N  17.4437  9.5879  18.9714
H  20.9235  7.5156  21.0166
H  20.8904  8.5308  22.4887
H  21.8899  9.0553  21.0982
H  18.4639  7.6925  20.9120
H  18.3355  8.8724  22.2107
H  17.4252  10.5627  20.7792
H  15.9974  7.8889  20.6069
H  15.2491  9.5535  20.6181
H  16.0031  8.9324  22.0657
H  17.6769  8.6839  18.5485
H  18.1058  10.2796  18.6517
C  20.6393  10.7284  17.5832
O  19.5349  11.5933  17.7867
C  19.7066  12.4278  18.9272
C  18.6659  13.5056  18.8658
C  18.9314  14.5769  19.9128
N  17.2970  13.0217  19.1172
H  20.2372  10.0830  16.8231
H  20.8783  10.1240  18.4413
H  21.4112  11.2673  17.0825
H  19.5950  11.8759  19.8707
H  20.7500  12.7196  18.9512
H  18.6375  13.9198  17.8506
H  19.8484  15.0837  19.6754
H  18.7899  14.2364  20.9400
H  18.1284  15.3018  19.8440
H  17.0761  12.4011  18.3462
H  17.3364  12.3777  19.9266

Summary:
- SMILES = CC1(C)CCCC(C)(C)N1O.CC1(C)CCCC(C)(C)N1O.CC1(C)CCCC(C)(C)N1O.CC1(C)CCCC(C)(C)N1O.COC[C@H](C)N.COC[C@H](C)N.COC[C@H](C)N.COC[C@H](C)N.COC[C@H](C)N
- total charge = 0
- orbital gap (eV) = 8.86
- DFT total energy (Ha) = -3381.92804
- spin multiplicity = 1
- maximum force (eV Å⁻¹) = 3.7
- highest occupied orbital energy (eV) = -8.48
- energy above the lowest of the compared OMol25 structures with the same formula, charge and spin (kcal per mole) = 27.2